The following is a quantum chemistry calculation of a 2-piece molecular cluster, C17H19N3O3 overall, from OMol25.

```
42
Properties=species:S:1:pos:R:3:forces:R:3:lowdin_charge:R:1
C -2.063 2.944 4.278 6.729 -0.374 6.004 -0.156
H -1.456 3.810 4.483 1.308 0.284 -0.536 0.116
O -1.694 1.930 3.525 4.926 -2.524 -7.004 -0.055
C -1.214 2.316 2.137 -0.657 -1.065 -1.466 0.050
C -1.446 3.665 1.419 4.532 -12.308 -3.594 0.057
C -0.815 3.797 0.192 0.885 -3.795 0.738 -0.051
C -0.115 2.807 -0.560 -7.140 -3.389 12.270 0.041
C -0.272 1.445 0.024 1.088 4.102 -0.704 0.009
C -0.654 1.177 1.311 -1.185 4.750 3.178 -0.137
C -0.386 -0.040 2.016 1.116 -9.512 3.266 -0.236
O 0.378 -0.483 3.034 -3.621 3.944 -5.094 -0.033
N -1.160 -1.246 1.380 0.547 9.416 -1.104 -0.016
H -1.734 -0.748 0.499 1.391 -3.045 3.241 0.212
C -1.057 -2.500 2.046 -1.966 -1.107 -7.468 -0.229
H -2.059 -2.981 1.531 2.693 -0.021 2.065 0.187
H -0.973 -2.383 3.034 -0.483 0.386 3.889 0.061
C 0.271 -3.064 1.546 -3.429 -7.732 1.529 -0.107
C 0.436 -3.293 0.060 -4.605 -4.174 3.524 -0.504
O -0.163 -4.299 -0.438 2.260 2.809 -0.296 0.006
N 1.010 -2.246 -0.409 1.037 2.328 -5.829 0.173
C 1.020 -1.908 -1.867 3.947 4.093 9.776 -0.254
N 1.650 -0.752 -1.947 -2.200 0.627 1.930 0.151
C 1.744 -0.264 -3.118 2.554 3.315 -4.212 -0.350
C 1.717 -1.052 -4.269 -4.442 -2.847 -2.494 0.049
C 0.875 -2.454 -4.123 6.079 10.404 4.066 0.125
C 0.847 -2.735 -2.779 -1.345 0.331 -8.299 -0.070
H 0.587 -3.619 -2.759 -2.865 -8.697 2.282 0.044
H 0.919 -3.062 -4.869 -0.461 -3.916 -4.372 0.034
H 1.874 -0.611 -5.342 -0.169 -0.802 2.313 0.124
C 2.209 1.308 -3.300 -7.999 -2.130 1.374 0.007
H 3.028 1.220 -3.807 5.004 0.333 -2.867 -0.021
H 1.310 1.813 -3.977 2.502 -1.055 1.932 0.140
H 2.267 1.677 -2.288 0.236 0.581 -0.008 0.049
H 1.173 -1.363 0.070 -0.005 -0.819 0.602 0.139
H 1.093 -2.675 1.969 2.633 1.795 1.763 0.047
H 0.124 -4.360 2.168 0.972 3.647 -2.048 0.223
H 0.139 0.700 -0.547 0.984 -1.979 -1.197 0.050
H 0.254 2.937 -1.384 3.933 1.483 -8.958 -0.014
H -1.001 4.697 -0.142 -0.065 4.762 -2.423 0.052
H -1.667 4.162 2.144 -3.262 7.787 6.904 -0.015
H -2.201 2.532 5.228 -0.906 -0.495 1.610 0.104
H -2.795 3.206 3.836 -10.548 4.610 -4.285 -0.001
```
Forces are in eV/Å.

Output
Maximum force   14.59 eV/A
HOMO   -8.84 eV
Gap between HOMO and LUMO   8.687 eV
Energy relative to the best compared isomer or geometry (same formula, charge and spin)   15.906 eV
DFT total energy   -1048.66357 a.u.
Total charge   0